Run i
Formula: H28O18S
Source: OMol25
Level of theory: ωB97M-V/def2-TZVPD

The geometry in ORCA input format:
```
! wB97M-V def2-TZVPD RIJCOSX def2/J DEFGRID3
* xyz -2 1
O -1.32715 2.91615 -1.50534
H 1.48285 1.92915 -1.03834
O -0.63215 0.41615 3.18666
H 0.31185 2.22715 1.54366
H 0.40885 0.61715 -3.57634
O 0.22385 1.04115 -1.03334
O 3.10385 -0.61185 -1.93234
O -1.96815 -1.87385 1.94066
H -1.73715 -1.11785 -1.56834
O -2.14415 -1.38085 -2.39134
H 1.94685 -2.11485 -0.06734
O 0.78385 0.01215 1.03266
O 2.58785 -2.68685 0.44366
S 0.19885 -0.22085 -0.26734
H -3.81415 -0.60985 -0.05534
H -0.76415 2.10015 -1.40034
H -3.02215 0.68415 1.97666
H 2.78385 -0.97385 2.58866
O -2.88715 0.83415 1.02966
H -1.00115 -3.53385 -0.84734
H -2.41215 -0.62085 -2.90034
O 2.24185 2.47515 -1.05334
H 2.26685 -0.95985 -1.59034
O -0.04515 -3.65385 -0.78934
H -3.73115 -1.18385 -1.44234
H -2.22415 0.27415 0.60266
H 2.75785 1.10615 2.81966
H -1.66215 -1.50385 1.08666
H -0.21715 2.91615 0.33166
O 0.61085 1.58815 -3.42634
O 1.94585 -1.36485 2.75766
H 2.06385 0.87515 1.40266
H -0.74015 3.54815 -1.96534
H 0.37285 -2.79685 -0.94034
H 0.42785 1.53615 -2.44434
H -1.69615 -1.27685 2.62366
H 2.19485 -2.65685 1.28066
O -1.19115 -0.56785 -0.12334
O 0.93385 -1.32185 -0.88234
H -0.13715 0.19415 2.37966
H 2.17585 3.21115 -0.42334
H 2.90185 -0.58785 -2.85334
O -4.26415 -1.15685 -0.64934
H 1.51885 -0.94985 2.02166
H -1.37915 0.91415 2.98666
O 2.86685 1.28415 1.85466
O -0.11515 3.02615 1.27666
*
```

As for the HOMO-LUMO gap: 9.588 eV. The value obtained for the lowest unoccupied orbital energy is 0.188 Ha.

Atom charges from the Löwdin analysis, given in e for atoms 1 to 4: -0.091 -0.089 -0.035 -0.019


Run ii
Formula: H28O18S
Source: OMol25
Level of theory: ωB97M-V/def2-TZVPD

The geometry in ORCA input format:
```
! wB97M-V def2-TZVPD RIJCOSX def2/J DEFGRID3
* xyz -2 1
O -12.61593 18.82386 -4.87057
H -7.71562 16.59653 -8.39431
O -9.15304 18.34452 -3.85314
O -11.07138 18.22407 -8.04755
H -8.07716 14.63945 -4.73524
H -11.51625 16.50359 -6.02570
O -9.27588 20.81191 -4.22191
H -10.85575 20.78514 -3.61092
H -12.30983 20.28424 -4.03753
H -11.86091 18.37038 -5.23851
H -10.20172 18.73553 -2.50046
H -7.60204 18.82091 -6.22386
H -11.78909 18.82626 -7.81008
H -7.01386 19.63257 -2.53423
S -9.27434 17.39176 -4.93464
H -7.93880 16.19068 -2.15658
H -13.33807 18.71252 -5.50190
H -10.73592 14.83229 -6.79590
O -11.81602 20.97455 -3.59102
O -7.64824 19.25614 -1.92056
O -5.87421 16.75511 -5.09876
H -7.04863 13.58115 -5.04327
O -10.46480 17.61205 -5.72396
O -7.27116 19.73417 -6.27675
H -10.81617 17.95939 -1.41075
O -7.28621 16.13423 -7.65165
H -12.12906 15.49972 -5.24506
O -12.07475 15.68268 -6.15639
H -8.29261 18.85582 -2.55185
O -9.28293 16.08946 -4.34891
O -10.59275 18.85151 -1.69367
H -7.59186 16.57281 -6.80667
H -9.25761 19.88030 -4.17170
O -7.52348 14.33186 -5.43330
H -10.61720 13.57037 -7.61854
H -5.80895 15.91282 -5.47705
O -8.79523 15.78417 -2.01665
H -9.71557 14.46326 -3.96242
H -8.52233 21.13226 -3.67979
O -10.08872 14.20484 -7.13116
H -10.54885 13.37049 -4.56542
O -8.17796 17.44822 -5.81536
H -10.76880 18.12376 -7.16375
H -6.95681 19.94464 -5.40341
H -9.12951 15.87161 -2.96568
O -9.84689 13.50917 -3.92043
H -6.78073 17.02274 -5.30887
*
```

As for the HOMO-LUMO gap: 9.088 eV. The value obtained for the lowest unoccupied orbital energy is 0.182 Ha.

Atom charges from the Löwdin analysis, given in e for atoms 1 to 4: -0.040 0.033 -0.308 -0.050


It turns out run i is the most stable, with the second structure 0.636 eV higher.


Run i
Formula: C3H5NS2
Source: OMol25
Level of theory: ωB97M-V/def2-TZVPD

The geometry in ORCA input format:
```
! wB97M-V def2-TZVPD RIJCOSX def2/J DEFGRID3
* xyz 0 1
C 0.72045 1.47292 -1.24419
C 0.33088 1.21889 -0.00469
N -0.76669 -1.33116 0.85405
H 1.74419 1.54749 -1.45498
S -1.13251 -2.68486 1.74533
H 0.04442 1.61794 -2.02411
C -1.69434 -0.44979 0.86483
H -2.69066 -0.70233 1.11195
S -1.39076 1.16775 0.34595
H 0.00146 -3.29527 1.38748
H 0.68518 0.99835 1.03304
*
```

As for the HOMO-LUMO gap: 8.969 eV. The value obtained for the lowest unoccupied orbital energy is 0.031 Ha. As for the SMILES: C=CS/C=N/S.

Atom charges from the Löwdin analysis, given in e for atoms 1 to 4: -0.040 -0.486 -0.480 0.043


Run ii
Formula: C3H5NS2
Source: OMol25
Level of theory: ωB97M-V/def2-TZVPD

The geometry in ORCA input format:
```
! wB97M-V def2-TZVPD RIJCOSX def2/J DEFGRID3
* xyz 0 1
H -0.73459 2.46732 1.57788
H -0.54559 0.63505 1.98242
C 0.94023 -1.13298 -0.33856
H 0.43353 -1.38699 0.53423
C -0.63214 1.46490 1.22670
S 1.69885 0.30607 -0.57118
N -1.20694 -1.01466 -1.53325
H -0.99242 1.03317 0.27703
H 0.12685 -2.51123 -2.17116
S 1.14242 1.79858 0.69999
C -0.23018 -1.65923 -1.68411
*
```

As for the HOMO-LUMO gap (spin up / spin down): 7.461 / 7.462 eV. The value obtained for the lowest unoccupied orbital energy (spin up / spin down) is -0.031 / -0.031 Ha.

Atom charges from the Löwdin analysis, given in e for atoms 1 to 4: 0.000 0.045 -0.454 -0.011


Run iii
Formula: C3H5NS2
Source: OMol25
Level of theory: ωB97M-V/def2-TZVPD

The geometry in ORCA input format:
```
! wB97M-V def2-TZVPD RIJCOSX def2/J DEFGRID3
* xyz 0 1
H 1.64536 1.28459 -1.46297
H -0.73988 -0.88671 -1.70718
H -0.16148 1.73459 0.24697
H 1.05749 -2.26405 0.93648
S -1.22132 -1.41878 -0.57181
C -0.08208 -0.60637 0.64727
H -0.69256 -0.74820 1.71893
C 1.40974 0.73311 -0.57869
C 0.24791 0.73627 0.04211
N 1.16923 -1.28574 0.89928
S 2.23336 -0.80582 -0.44641
*
```

As for the HOMO-LUMO gap: 8.811 eV. The value obtained for the lowest unoccupied orbital energy is 0.029 Ha. As for the SMILES: S[C@@H]1C=CSN1.

Atom charges from the Löwdin analysis, given in e for atoms 1 to 4: 0.069 -0.143 0.118 0.040


It turns out run iii is the most stable, with the second structure 0.259 eV higher.